The following is a quantum chemistry calculation of a single C5H8O molecule, from the Open Molecules 2025 dataset.

Its energy relative to the best compared isomer or geometry (same formula, charge and spin) is 329.3 kJ/mol. For the HOMO energy, the calculation gives -8.45 eV. The net charge is 0.

The geometry in XYZ format:
```
14
C5H8O, DFT ωB97M-V/def2-TZVPD
O 2.0646 0.8267 -0.9317
C 2.1210 0.6322 0.3736
C -1.5606 -0.7927 0.2255
C -1.3054 0.5365 -0.4282
C 0.9017 -0.1622 0.7699
C -0.1803 -0.4414 -0.2498
H -2.1277 -1.5380 -0.3242
H 0.4846 0.3378 1.6573
H 1.3180 -1.0994 1.1762
H 0.1633 -0.9367 -1.1548
H -1.3117 1.4240 0.2002
H -1.7324 -0.8085 1.2994
H 2.8581 1.3222 -1.1836
H -1.6931 0.6996 -1.4297
```

Here are the natural (NBO) charges for atoms 1 to 5, given in e:
1. O -0.6596
2. C 0.2570
3. C -0.4176
4. C -0.4174
5. C -0.5739